[1]
Below is a single C3H7NO molecule, with properties calculated with ωB97M-V with the def2-TZVPD basis set.

Positions of all 12 atoms, in Å:
O -0.83836 -0.94834 -0.71968
N 0.71756 0.68244 -0.22392
C 0.38868 -0.50962 -0.50222
C -1.85816 0.03039 -0.88123
C 1.48735 0.49176 1.02456
H -1.93620 0.16066 -1.95704
H 1.07759 -1.36264 -0.47721
H 2.57529 0.46856 0.93771
H 1.13858 1.30364 1.65834
H -1.61568 0.98522 -0.40405
H 1.16719 -0.42831 1.54458
H -2.76859 -0.40345 -0.46654

Results
**Molecular weight**: 73.1 g/mol
**Relative energy (zero: lowest compared OMol25 entry of this formula, charge and spin)**: 268.4 kJ/mol
**HOMO**: -8.839 eV
**Largest force on an atom**: 0.93 eV/Å
**SMILES**: C/N=C/OC
**Multiplicity**: 1
**HOMO-LUMO gap**: 9.91 eV

=====

[2]
Below is a 2-piece molecular cluster, C3H7NO overall, with properties calculated with ωB97M-V with the def2-TZVPD basis set.

Positions of all 12 atoms, in Å:
O 0.11178 2.81563 4.21439
N 1.45872 4.34418 3.22072
C 1.21921 3.20709 3.91366
C -1.60616 -3.75043 -4.22397
C -1.00131 -3.90716 -3.05594
H -1.60221 -3.73520 -2.16925
H 0.05503 -3.95360 -2.80052
H 2.40448 4.68325 3.16971
H -2.64987 -3.47172 -4.19078
H -1.21824 -3.84010 -5.22680
H 0.72051 4.98646 2.98991
H 2.10805 2.62160 4.15887

Results
**Molecular weight**: 73.1 g/mol
**Relative energy (zero: lowest compared OMol25 entry of this formula, charge and spin)**: 154.1 kJ/mol
**HOMO**: -10.080 eV
**Largest force on an atom**: 1.07 eV/Å
**SMILES**: NC=O.C=C
**Multiplicity**: 1
**HOMO-LUMO gap**: 11.03 eV

=====

[3]
Below is a single C3H7NO molecule, with properties calculated with ωB97M-V with the def2-TZVPD basis set.

Positions of all 12 atoms, in Å:
O 2.45683 -0.33159 0.00644
N 0.03274 -0.12555 -0.28287
C -1.30129 -0.67340 0.01321
C 1.28202 -0.73047 -0.03551
C 0.27875 1.25734 -0.04414
H -1.38929 -1.26645 0.88549
H 1.29761 1.58893 -0.71823
H -1.67904 -1.25263 -0.88515
H 1.27913 -1.87106 0.04868
H -0.65540 1.49611 -0.27337
H -2.02863 0.13831 0.26580
H 0.42657 1.77046 1.01965

Results
**Molecular weight**: 73.1 g/mol
**Relative energy (zero: lowest compared OMol25 entry of this formula, charge and spin)**: 294.5 kJ/mol
**HOMO**: -9.357 eV
**Largest force on an atom**: 5.31 eV/Å
**SMILES**: CN(C)C=O
**Multiplicity**: 1
**HOMO-LUMO gap**: 10.16 eV

=====

[4]
Below is a single C3H7NO molecule, with properties calculated with ωB97M-V with the def2-TZVPD basis set.

Positions of all 12 atoms, in Å:
O 0.15054 -1.30184 0.03636
N 0.72976 -0.07750 0.54730
C -0.53021 -0.18582 -0.32492
C -1.91633 -0.03048 0.25770
C 1.97684 0.25176 -0.10369
H -0.34648 0.32234 -1.29902
H 2.18904 1.22217 0.44590
H -1.97631 -0.46340 1.26813
H 2.68466 -0.51153 0.31032
H -2.18118 0.93620 0.40940
H 1.90065 0.30907 -1.24063
H -2.68099 -0.47096 -0.30684

Results
**Molecular weight**: 73.1 g/mol
**Relative energy (zero: lowest compared OMol25 entry of this formula, charge and spin)**: 377.4 kJ/mol
**HOMO**: -9.449 eV
**Largest force on an atom**: 3.31 eV/Å
**SMILES**: C[C@@H]1ON1C
**Multiplicity**: 1
**HOMO-LUMO gap**: 10.64 eV

=====

[5]
Below is a single C3H7NO molecule, with properties calculated with ωB97M-V with the def2-TZVPD basis set.

Positions of all 12 atoms, in Å:
O -2.83068 -0.40708 -0.04828
N -1.73088 0.44084 -0.21644
C 1.70605 -0.42174 -0.21946
C -0.70944 -0.08080 0.28132
C 0.58809 0.59605 0.11646
H 1.91025 -1.16026 0.60142
H 0.46108 1.33480 -0.74906
H 2.61225 0.25767 -0.20806
H -3.60089 0.37539 -0.25851
H -0.70498 -1.08855 0.76728
H 1.53147 -0.99432 -1.13445
H 0.76768 1.14800 1.06778

Results
**Molecular weight**: 73.1 g/mol
**Relative energy (zero: lowest compared OMol25 entry of this formula, charge and spin)**: 305.0 kJ/mol
**HOMO**: -9.596 eV
**Largest force on an atom**: 5.69 eV/Å
**SMILES**: CC/C=N/O
**Multiplicity**: 1
**HOMO-LUMO gap**: 10.70 eV

=====

[6]
Below is a 2-piece molecular cluster, C3H7NO overall, with properties calculated with ωB97M-V with the def2-TZVPD basis set.

Positions of all 12 atoms, in Å:
O -3.47901 0.64085 -1.86180
N 2.63175 -2.01120 1.47595
C -1.94723 1.97050 -0.63675
C -2.36710 0.79946 -1.08327
C 3.69532 -1.34216 1.48054
H 3.78159 -0.46038 2.11490
H 2.44904 -2.55322 0.63494
H -1.84887 -0.11640 -0.80350
H -3.95218 -0.13585 -1.54372
H -2.59874 2.82953 -0.60963
H -0.98726 2.02668 -0.14517
H 4.62268 -1.64782 0.97751

Results
**Molecular weight**: 73.1 g/mol
**Relative energy (zero: lowest compared OMol25 entry of this formula, charge and spin)**: 294.2 kJ/mol
**HOMO**: -9.204 eV
**Largest force on an atom**: 2.10 eV/Å
**SMILES**: C=CO.C=N
**Multiplicity**: 1
**HOMO-LUMO gap**: 10.09 eV

=====

[7]
Below is a single C3H7NO molecule, with properties calculated with ωB97M-V with the def2-TZVPD basis set.

Positions of all 12 atoms, in Å:
O -1.54695 -0.72835 -0.34041
N 1.19684 0.10642 0.31189
C 0.19888 1.01671 -0.13817
C 1.58569 -0.98612 -0.15533
C -1.18948 0.37603 0.39074
H -0.69639 -1.11387 -0.47471
H 2.13429 -1.61411 0.55287
H 0.29237 2.04318 0.33522
H 0.04195 0.95487 -1.17641
H -1.20091 0.24286 1.44498
H 1.14732 -1.44098 -1.01748
H -1.96362 1.14335 0.26681

Results
**Molecular weight**: 73.1 g/mol
**Relative energy (zero: lowest compared OMol25 entry of this formula, charge and spin)**: 253.8 kJ/mol
**HOMO**: -9.456 eV
**Largest force on an atom**: 3.25 eV/Å
**SMILES**: C=NCCO
**Multiplicity**: 1
**HOMO-LUMO gap**: 10.45 eV

=====

[8]
Below is a single C3H7NO molecule, with properties calculated with ωB97M-V with the def2-TZVPD basis set.

Positions of all 12 atoms, in Å:
O 0.67102 -0.77110 0.40988
N -0.30277 1.19689 0.83867
C -0.42657 0.01087 0.42086
C -1.59647 -0.57848 -0.32312
C 1.88164 -0.03509 0.58656
H -1.09466 1.74535 1.08987
H 1.97118 0.66405 -0.25117
H -2.53344 -0.57098 0.23593
H 1.88727 0.55003 1.50973
H 2.68659 -0.76703 0.57236
H -1.70382 0.18283 -1.09716
H -1.42207 -1.57371 -0.75069

Results
**Molecular weight**: 73.1 g/mol
**Relative energy (zero: lowest compared OMol25 entry of this formula, charge and spin)**: 133.6 kJ/mol
**HOMO**: -9.660 eV
**Largest force on an atom**: 1.26 eV/Å
**SMILES**: [H]/N=C(\C)OC
**Multiplicity**: 1
**HOMO-LUMO gap**: 10.71 eV

=====

no.,E_LUMO (eV)
1,1.07
2,0.95
3,0.80
4,1.19
5,1.11
6,0.88
7,1.00
8,1.05